1.
{"formula": "C6H9N", "method": "wB97M-V/def2-TZVPD", "spin_multiplicity": 1, "e_above_lowest_kcal_mol": 158.8, "orbital_gap_ev": [7.876, 7.873], "homo_energy_ha": [-0.2896, -0.2895], "charge": 0, "species": ["C", "C", "C", "C", "C", "C", "N", "H", "H", "H", "H", "H", "H", "H", "H", "H"], "positions_angstrom": [[-0.303, -2.847, -0.721], [-0.209, -1.442, -0.228], [-0.811, -0.625, 0.490], [-1.188, 0.507, 1.161], [0.824, 1.349, 0.589], [1.051, 0.802, -0.756], [0.980, 2.611, 0.244], [-0.004, -2.929, -1.767], [-1.337, -3.218, -0.639], [0.320, -3.535, -0.135], [-1.239, 0.449, 2.250], [-1.991, 1.088, 0.701], [1.361, 0.871, 1.413], [0.442, 1.201, -1.565], [2.102, 0.656, -1.015], [1.605, 3.131, 0.874]], "mulliken_charge": [-1.0883, -0.3196, 0.8384, -1.0402, 0.1475, -0.5727, -0.6090, 0.2904, 0.3060, 0.2720, 0.2825, 0.2556, 0.3917, 0.3015, 0.2921, 0.2521]}


2.
{"formula": "C6H9N", "method": "wB97M-V/def2-TZVPD", "spin_multiplicity": 1, "e_above_lowest_kcal_mol": 47.6, "orbital_gap_ev": 10.738, "homo_energy_ha": -0.3643, "charge": 0, "species": ["C", "C", "C", "N", "C", "C", "C", "H", "H", "H", "H", "H", "H", "H", "H", "H"], "positions_angstrom": [[-0.037, -1.641, 0.726], [-0.125, -0.450, -0.302], [-0.566, -1.001, -1.577], [-0.850, -1.418, -2.620], [-0.889, 0.744, 0.286], [0.353, 1.631, 0.470], [1.069, 0.696, -0.520], [0.577, -2.504, 0.432], [-1.059, -2.042, 0.853], [0.284, -1.322, 1.725], [-1.448, 0.520, 1.187], [-1.522, 1.134, -0.507], [0.178, 2.670, 0.155], [0.763, 1.669, 1.484], [1.106, 1.145, -1.525], [1.774, -0.059, -0.282]], "mulliken_charge": [-1.4837, 1.2573, -0.1212, -0.5025, -0.8521, -0.5951, -0.8573, 0.3647, 0.3919, 0.3926, 0.3557, 0.3416, 0.2963, 0.2661, 0.2824, 0.4633]}


3.
{"formula": "C6H9N", "method": "wB97M-V/def2-TZVPD", "spin_multiplicity": 1, "e_above_lowest_kcal_mol": 148.6, "orbital_gap_ev": [7.613, 7.615], "homo_energy_ha": [-0.2868, -0.2866], "charge": 0, "species": ["C", "C", "C", "C", "N", "C", "C", "H", "H", "H", "H", "H", "H", "H", "H", "H"], "positions_angstrom": [[-1.248, 2.418, 0.725], [-1.082, 1.645, -0.381], [-1.165, 0.455, -1.060], [-0.164, -0.627, -1.152], [1.037, -0.560, -0.329], [1.579, -1.836, 0.106], [0.850, -0.954, 1.051], [-1.727, 2.102, 1.642], [-1.383, 2.441, -1.091], [-1.065, 3.485, 0.602], [-0.744, -1.559, -0.969], [0.142, -0.717, -2.208], [2.664, -1.909, 0.136], [1.071, -2.747, -0.217], [-0.148, -1.276, 1.356], [1.384, -0.361, 1.789]], "mulliken_charge": [-0.7291, 0.2319, -0.5148, -0.2773, -0.2835, -0.3776, -0.3671, 0.2330, 0.1815, 0.2418, 0.3382, 0.3882, 0.2347, 0.2300, 0.2383, 0.2319]}


Repeat the third record exactly.
{"formula": "C6H9N", "method": "wB97M-V/def2-TZVPD", "spin_multiplicity": 1, "e_above_lowest_kcal_mol": 148.6, "orbital_gap_ev": [7.613, 7.615], "homo_energy_ha": [-0.2868, -0.2866], "charge": 0, "species": ["C", "C", "C", "C", "N", "C", "C", "H", "H", "H", "H", "H", "H", "H", "H", "H"], "positions_angstrom": [[-1.248, 2.418, 0.725], [-1.082, 1.645, -0.381], [-1.165, 0.455, -1.060], [-0.164, -0.627, -1.152], [1.037, -0.560, -0.329], [1.579, -1.836, 0.106], [0.850, -0.954, 1.051], [-1.727, 2.102, 1.642], [-1.383, 2.441, -1.091], [-1.065, 3.485, 0.602], [-0.744, -1.559, -0.969], [0.142, -0.717, -2.208], [2.664, -1.909, 0.136], [1.071, -2.747, -0.217], [-0.148, -1.276, 1.356], [1.384, -0.361, 1.789]], "mulliken_charge": [-0.7291, 0.2319, -0.5148, -0.2773, -0.2835, -0.3776, -0.3671, 0.2330, 0.1815, 0.2418, 0.3382, 0.3882, 0.2347, 0.2300, 0.2383, 0.2319]}


Copy entry 3 word for word.
{"formula": "C6H9N", "method": "wB97M-V/def2-TZVPD", "spin_multiplicity": 1, "e_above_lowest_kcal_mol": 148.6, "orbital_gap_ev": [7.613, 7.615], "homo_energy_ha": [-0.2868, -0.2866], "charge": 0, "species": ["C", "C", "C", "C", "N", "C", "C", "H", "H", "H", "H", "H", "H", "H", "H", "H"], "positions_angstrom": [[-1.248, 2.418, 0.725], [-1.082, 1.645, -0.381], [-1.165, 0.455, -1.060], [-0.164, -0.627, -1.152], [1.037, -0.560, -0.329], [1.579, -1.836, 0.106], [0.850, -0.954, 1.051], [-1.727, 2.102, 1.642], [-1.383, 2.441, -1.091], [-1.065, 3.485, 0.602], [-0.744, -1.559, -0.969], [0.142, -0.717, -2.208], [2.664, -1.909, 0.136], [1.071, -2.747, -0.217], [-0.148, -1.276, 1.356], [1.384, -0.361, 1.789]], "mulliken_charge": [-0.7291, 0.2319, -0.5148, -0.2773, -0.2835, -0.3776, -0.3671, 0.2330, 0.1815, 0.2418, 0.3382, 0.3882, 0.2347, 0.2300, 0.2383, 0.2319]}